(1)
107
Properties=species:S:1:pos:R:3:forces:R:3:lowdin_charge:R:1 method="wB97M-V/def2-TZVPD" homo_ev="-5.008 / -8.381" e_tot_ev=-72338.503 spin_multiplicity=2
Mg -2.30562 0.79606 3.65350 0.28 -0.23 -1.70 0.66
C 0.61534 0.38389 0.64749 0.52 -0.62 -0.12 -0.07
C -0.68318 -0.32837 0.90631 -1.51 0.34 0.43 -0.46
O -1.41876 0.11445 1.97174 -0.24 0.42 1.51 -0.41
H 0.49498 1.40309 0.28029 -0.13 0.15 0.33 0.06
H 1.13389 -0.17372 -0.13243 0.21 -0.01 -0.21 0.05
H 1.25379 0.32928 1.52925 0.08 0.36 0.13 0.06
H -0.55310 -1.40738 0.98941 0.62 -0.59 -0.14 0.07
H -1.31931 -0.20556 0.02975 -0.08 -0.08 -0.94 0.08
C -0.41220 2.83880 -2.57794 0.02 0.99 -0.17 -0.15
C 0.29869 3.69555 -3.65187 1.09 1.57 0.50 -0.14
C 1.52110 2.90361 -4.10269 -1.93 -1.50 1.10 -0.15
O 0.91149 1.59158 -4.03607 0.66 -1.41 -1.16 -0.16
C -0.04922 1.45707 -2.99277 0.73 -0.39 -0.44 -0.21
H -1.49278 2.97569 -2.53667 0.11 0.18 -0.14 0.09
H -0.02862 2.99064 -1.56902 0.11 0.54 -0.05 0.09
H 0.68801 4.63196 -3.25229 -0.51 0.36 0.13 0.11
H -0.28454 3.92125 -4.54462 -0.33 -0.14 0.26 0.12
H 2.36511 2.88527 -3.41320 0.13 0.53 0.06 0.10
H 1.85051 3.12346 -5.11819 -0.10 -0.21 0.08 0.13
H 0.41119 0.92234 -2.16199 -0.09 -0.33 0.09 0.09
H -0.92970 0.91724 -3.34127 0.32 -0.26 -0.33 0.10
C 1.74920 -2.24209 -2.36165 -0.18 0.18 0.17 -0.17
C 0.65566 -3.19853 -1.96077 -0.05 -1.32 1.37 -0.19
C -0.35639 -3.12276 -3.06364 0.97 1.00 -0.16 -0.18
O 0.48026 -2.95001 -4.21881 0.22 0.15 -0.84 -0.13
C 1.77682 -2.38668 -3.88183 -0.56 -0.38 1.19 -0.16
H 2.72027 -2.43784 -1.90689 -0.01 -0.08 0.05 0.11
H 1.43859 -1.24162 -2.06051 0.09 0.20 -0.12 0.08
H 0.26577 -3.05758 -0.95269 -0.24 0.44 -0.04 0.09
H 0.98291 -4.23721 -1.91421 0.45 -0.10 -0.18 0.12
H -0.96054 -2.22284 -2.94851 -0.42 0.12 -0.01 0.10
H -0.99181 -4.00540 -3.13639 0.16 0.06 -0.29 0.13
H 1.98626 -1.40124 -4.29793 -0.39 -0.18 -0.65 0.11
H 2.56019 -3.10209 -4.13208 -0.10 0.00 -0.46 0.12
O -2.91521 2.56768 2.48682 -0.58 1.03 -0.60 -0.01
C -3.11718 3.23451 1.47822 0.12 -1.30 1.68 -0.44
O -3.85839 4.32209 1.47717 -0.79 0.23 1.77 0.08
C -3.99478 4.90630 0.20329 0.70 0.18 -0.73 -0.13
C -3.41849 3.87601 -0.72912 -0.75 -0.73 -1.74 -0.15
C -2.62026 2.94982 0.12451 1.03 -0.39 0.16 -0.08
H -3.37044 5.79976 0.19862 -0.47 0.34 0.01 0.13
H -5.04250 5.06531 -0.05184 0.13 0.42 0.47 0.14
H -2.89372 4.30738 -1.58154 0.04 0.01 0.16 0.11
H -4.24987 3.29166 -1.12338 -0.06 0.03 -0.28 0.11
H -1.55654 3.18675 0.14574 0.18 -0.13 -0.06 0.13
H -2.72965 1.87467 -0.01761 0.09 0.06 -0.36 0.13
O 6.42852 2.78348 -2.25643 -2.42 -0.80 1.52 0.09
C 5.47315 2.29451 -1.65360 2.63 -0.07 -1.18 -0.43
O 4.35613 2.98176 -1.34046 0.00 1.88 -0.83 0.04
C 3.37495 2.19355 -0.73393 -0.08 -2.04 1.51 -0.18
C 3.78058 0.80371 -1.12760 0.23 -2.35 -0.05 -0.18
C 5.29952 0.85086 -1.16946 0.09 0.85 -0.47 -0.06
H 2.31634 2.33757 -0.95008 0.32 0.92 -0.69 0.11
H 3.46066 2.24373 0.35154 0.07 0.45 0.23 0.12
H 3.35857 0.51979 -2.09166 0.09 0.20 -0.28 0.12
H 3.52258 -0.02162 -0.46400 -0.57 0.37 0.33 0.10
H 5.82494 0.12456 -1.78958 -0.28 0.24 -0.30 0.13
H 5.74130 0.71988 -0.18165 -0.12 0.31 0.24 0.13
O 3.52619 -0.51146 2.84575 -0.24 0.38 0.31 0.10
C 3.23920 -1.62020 2.48569 -0.64 0.69 1.08 -0.49
O 4.03607 -2.25980 1.65537 1.34 -1.01 -0.80 0.04
C 3.55991 -3.55471 1.27598 -2.38 0.28 0.27 -0.10
C 2.08786 -3.53612 1.82263 0.19 -1.55 -0.89 -0.16
C 1.99914 -2.45064 2.83341 0.47 0.44 -0.21 -0.08
H 4.05591 -4.41994 1.71584 0.74 0.56 0.03 0.12
H 3.53148 -3.61422 0.18798 0.38 -0.05 0.12 0.11
H 1.89962 -4.49842 2.29870 -0.41 -0.06 -0.46 0.12
H 1.38027 -3.34271 1.01639 0.05 -0.38 -0.02 0.09
H 2.00286 -2.88740 3.83207 0.28 0.56 0.20 0.14
H 1.08564 -1.87601 2.68043 0.17 0.33 0.31 0.09
O -6.02445 1.20076 -0.97363 2.29 -1.51 -1.81 0.06
C -5.23347 0.40192 -1.51618 -3.72 1.06 3.85 -0.47
O -4.42711 0.69173 -2.48792 -0.41 2.29 -0.77 0.06
C -3.56691 -0.33680 -2.80563 1.79 -0.71 -0.45 -0.17
C -3.99814 -1.52623 -1.97719 0.93 -1.71 0.01 -0.15
C -5.13263 -1.06648 -1.09627 0.00 0.57 -0.83 -0.05
H -2.56065 -0.05873 -2.49222 0.07 0.25 0.10 0.09
H -3.48107 -0.41749 -3.88925 -0.51 -0.39 -0.01 0.14
H -3.14145 -1.79458 -1.35899 -0.02 -0.23 0.05 0.09
H -4.20341 -2.41084 -2.58004 -0.21 0.10 -0.01 0.12
H -4.93505 -1.20367 -0.03314 -0.15 0.35 -0.12 0.11
H -6.09246 -1.52274 -1.33846 0.02 -0.04 0.08 0.13
O -0.79325 1.98834 4.19142 0.51 1.25 -0.12 -0.03
C 0.40814 2.10544 4.25898 1.13 -1.78 0.52 -0.41
O 1.13831 3.11485 3.77086 -1.59 -0.03 0.59 0.06
C 2.52841 2.86553 3.97878 1.03 -0.77 -0.46 -0.13
C 2.61702 1.82336 5.11013 -0.37 0.22 -0.01 -0.13
C 1.33302 1.01694 4.89434 -0.58 1.21 -0.32 -0.05
H 3.06944 3.79521 4.15510 -0.38 0.04 0.24 0.13
H 2.86813 2.48454 3.01570 0.34 -0.27 0.10 0.11
H 2.52216 2.37629 6.04467 0.03 -0.06 0.17 0.12
H 3.54176 1.24866 5.16181 -0.12 0.07 -0.39 0.12
H 0.83681 0.61543 5.77789 0.15 0.19 0.08 0.12
H 1.39735 0.19432 4.18211 0.29 0.13 -0.21 0.10
O -0.70543 -5.17076 0.62401 -2.30 2.25 0.91 0.06
C -1.53987 -4.41414 1.15115 2.50 -2.86 -1.37 -0.41
O -2.76822 -4.18024 0.57279 0.95 0.31 0.59 0.03
C -3.45370 -3.23711 1.42866 -0.35 -0.09 -0.08 -0.17
C -2.85750 -3.46654 2.75208 0.43 0.94 3.27 -0.20
C -1.41728 -3.86083 2.57518 -0.57 -0.10 -1.12 -0.07
H -4.51606 -3.43329 1.57362 -0.07 -0.19 -1.03 0.14
H -3.28860 -2.22015 1.07281 0.05 -0.01 -0.11 0.11
H -3.37292 -4.20748 3.36319 -0.26 -0.16 -0.35 0.13
H -2.87192 -2.55277 3.34614 -0.36 0.14 0.05 0.09
H -1.05706 -4.65012 3.23499 -0.11 -0.03 -0.17 0.13
H -0.77061 -2.99493 2.71710 0.12 -0.07 -0.57 0.10

=====

(2)
169
Properties=species:S:1:pos:R:3:forces:R:3:lowdin_charge:R:1 method="wB97M-V/def2-TZVPD" homo_ev=-8.298 e_tot_ev=-152422.872 spin_multiplicity=1
C 7.46569 -6.24509 5.17639 0.58 0.70 -0.70 -0.06
C 7.55124 -7.19056 3.82828 -0.22 0.07 0.47 -0.33
O 8.63671 -8.19521 3.98442 0.08 2.06 -1.48 -0.11
C 6.14935 -8.06151 3.55409 1.89 -1.39 1.61 -0.18
O 4.92809 -7.31642 3.86934 0.82 0.54 -3.44 -0.28
Si 4.22407 -6.52876 2.45198 0.07 -0.95 1.67 0.36
C 4.23843 -4.64845 2.80070 -0.12 2.28 2.46 -0.19
C 4.08038 -4.41168 4.56420 -2.82 1.56 -1.10 -0.14
C 2.55181 -4.89947 5.20520 2.62 0.37 1.60 -0.11
O 3.04830 -3.33831 5.00874 5.14 -3.85 -0.61 -0.20
O 4.76760 -7.08177 0.91348 0.58 2.62 1.15 -0.34
Si 5.55554 -5.92690 -0.11003 -0.08 0.11 -0.05 0.46
C 4.53766 -4.32871 -0.53191 -0.60 0.94 0.99 -0.20
C 7.42110 -5.56378 0.33070 0.64 0.40 -0.50 -0.25
C 7.65667 -4.20000 1.20014 2.05 -0.06 -0.41 -0.12
C 9.30735 -3.92935 1.19363 0.40 -0.39 -0.16 -0.23
F 9.68263 -2.74121 2.00763 -0.82 -4.10 -2.61 0.01
F 9.92983 -5.19534 1.73031 -1.30 4.24 -1.37 -0.02
F 9.86097 -3.74405 -0.16834 -1.60 -0.46 4.46 0.01
P 5.69941 -6.97308 -2.09803 1.50 -3.52 -1.26 0.63
O 6.66844 -8.21654 -1.95456 -3.30 4.19 -0.74 -0.40
O 6.23146 -5.80992 -3.28997 -1.08 -0.30 2.87 -0.24
O 4.03451 -7.41678 -2.49645 2.79 -0.11 1.84 -0.26
P 2.05490 -7.11013 2.54328 -1.95 -0.47 -2.07 0.62
N 1.48492 -7.57919 1.09645 1.64 0.51 0.01 -0.39
H 6.73549 -6.63717 6.00245 1.37 0.74 -1.71 0.10
H 7.16079 -5.15966 4.78390 0.36 -2.24 1.10 0.07
H 8.55650 -6.09451 5.63581 -2.42 -0.56 -1.06 0.10
H 7.82110 -6.48297 2.93743 -0.63 -1.36 1.50 0.10
H 9.44280 -7.82964 3.48625 -1.82 -0.83 1.16 0.12
H 6.20867 -8.94935 4.35124 -0.11 1.94 -1.72 0.15
H 6.17351 -8.58146 2.50682 -0.15 1.27 1.79 0.13
H 5.20270 -4.06574 2.49545 -1.77 -0.91 0.56 0.06
H 3.28419 -4.05869 2.45345 1.89 -1.27 0.35 0.10
H 5.10357 -4.62563 5.26143 -3.29 0.68 -1.87 0.16
H 1.93505 -4.40519 6.04393 -0.65 -1.36 -1.72 0.14
H 3.19030 -5.52388 6.00128 -0.46 1.69 -0.20 0.07
H 4.72535 -4.01198 -1.64704 -0.64 -0.61 2.18 0.06
H 3.38247 -4.50488 -0.28734 2.46 0.37 -0.91 0.08
H 4.87638 -3.44606 0.17588 -0.71 -1.60 -1.52 0.04
H 7.91392 -6.53291 0.76361 -0.85 1.98 -0.66 0.10
H 7.95067 -5.37958 -0.72368 -1.10 -0.45 2.18 0.11
H 7.18911 -3.28461 0.64196 0.79 -1.68 1.34 0.13
H 7.36760 -4.27755 2.34047 0.53 0.26 -2.42 0.11
H 6.36444 -4.90257 -2.84342 -0.40 -2.08 -0.98 0.07
H 3.79768 -8.11960 -1.79408 0.56 1.35 -1.58 0.09
H 1.89779 -8.22423 3.44235 0.07 1.02 0.33 -0.02
H 1.23133 -5.96310 2.94754 0.88 -1.09 0.53 -0.02
H 2.24900 -7.52250 0.38708 -0.88 -0.17 0.68 -0.09
C -4.71382 -4.02032 3.10794 0.23 0.05 0.29 -0.06
C -4.12503 -3.82306 1.72178 -0.64 -0.61 0.12 -0.20
O -3.15815 -2.76556 1.72396 1.15 -0.30 0.09 -0.01
C -1.94050 -3.08495 2.22670 -0.08 -1.08 0.49 -0.54
O -1.60493 -4.17745 2.65990 -0.44 1.80 -0.75 0.12
O -1.16459 -1.97302 2.19267 -0.18 -1.17 -0.16 -0.07
C 0.12017 -2.14861 2.78430 0.72 0.04 0.31 -0.03
H -5.11133 -3.07686 3.49570 -0.08 -0.10 -0.16 0.08
H -5.51626 -4.76241 3.08593 0.07 0.10 -0.05 0.08
H -3.95286 -4.35942 3.81774 -0.08 -0.05 -0.18 0.08
H -4.92031 -3.52549 1.02984 0.36 0.24 0.05 0.13
H -3.68822 -4.74940 1.33144 0.12 0.24 0.17 0.13
H 0.64180 -3.01130 2.35749 -0.23 0.05 0.17 0.09
H 0.01791 -2.25614 3.86864 0.06 -0.17 -0.20 0.11
H 0.71410 -1.25347 2.57982 -0.35 -0.05 -0.10 0.10
C -6.45727 3.96380 2.13863 0.35 0.07 -0.03 -0.06
C -6.98633 2.56387 2.39814 -0.36 0.64 0.25 -0.21
O -6.13591 1.57804 1.79970 0.78 -0.49 0.73 -0.01
C -4.99300 1.30181 2.47414 0.22 0.33 0.32 -0.54
O -4.64092 1.80628 3.53026 -0.55 -0.78 -1.40 0.10
O -4.29125 0.38738 1.75932 -0.97 0.86 0.61 0.00
C -3.01530 0.07824 2.31416 0.68 -0.22 -0.19 -0.04
H -6.30251 4.12483 1.06690 -0.19 -0.04 0.09 0.08
H -7.15436 4.71723 2.51478 0.03 -0.11 -0.05 0.08
H -5.48947 4.11888 2.62563 -0.20 -0.07 0.05 0.08
H -7.97242 2.45777 1.93321 0.31 -0.26 -0.09 0.13
H -7.11274 2.37056 3.46955 0.23 -0.04 -0.19 0.12
H -3.09770 -0.21620 3.36535 -0.02 0.17 -0.16 0.10
H -2.34499 0.93639 2.20432 -0.13 0.01 0.23 0.11
H -2.59568 -0.76246 1.75471 -0.74 0.99 0.11 0.06
C -10.07969 2.73173 -3.52958 -0.02 -0.22 0.28 -0.07
C -8.74212 3.06413 -4.16791 -0.58 -0.09 -0.39 -0.22
O -7.71898 3.18955 -3.17259 0.66 -0.76 0.36 0.02
C -7.22869 2.02364 -2.68505 -0.30 -0.38 0.01 -0.55
O -7.57333 0.90081 -3.02310 0.55 1.57 0.40 0.10
O -6.30721 2.31768 -1.73425 -0.79 0.00 -0.99 0.00
C -5.77912 1.17253 -1.07000 0.37 -0.57 0.25 -0.05
H -10.32656 3.46011 -2.75048 0.02 0.04 -0.21 0.08
H -10.87602 2.72792 -4.27853 0.10 0.04 0.05 0.08
H -10.05664 1.74874 -3.04890 0.05 0.09 -0.18 0.07
H -8.81363 4.03272 -4.67436 0.29 -0.09 0.28 0.12
H -8.45973 2.32434 -4.92569 0.04 0.02 0.28 0.12
H -5.39327 0.43875 -1.78496 -0.23 0.13 0.04 0.10
H -6.54876 0.72476 -0.43363 0.23 -0.01 -0.25 0.10
H -4.95160 1.49947 -0.43426 -0.34 0.15 -0.26 0.08
C -11.51447 0.99428 -9.72792 -0.02 -0.22 0.28 -0.07
C -10.17690 1.32667 -10.36625 -0.58 -0.09 -0.37 -0.22
O -9.15376 1.45209 -9.37094 0.67 -0.74 0.35 0.02
C -8.66347 0.28619 -8.88339 -0.36 -0.50 -0.06 -0.55
O -9.00811 -0.83665 -9.22145 0.57 1.64 0.44 0.11
O -7.74199 0.58022 -7.93259 -0.71 -0.02 -0.89 -0.01
C -7.21390 -0.56492 -7.26834 0.30 -0.47 0.34 -0.05
H -11.76135 1.72266 -8.94883 0.02 0.04 -0.21 0.08
H -12.31080 0.99047 -10.47688 0.10 0.04 0.05 0.08
H -11.49142 0.01129 -9.24725 0.05 0.10 -0.19 0.08
H -10.24841 2.29527 -10.87271 0.29 -0.08 0.29 0.12
H -9.89451 0.58689 -11.12404 0.04 0.01 0.30 0.12
H -6.82805 -1.29870 -7.98331 -0.24 0.12 0.10 0.10
H -7.98354 -1.01270 -6.63197 0.12 -0.04 -0.20 0.10
H -6.38638 -0.23798 -6.63260 -0.26 0.22 -0.20 0.09
C -4.80621 0.12066 7.43371 -0.02 -0.24 0.27 -0.06
C -3.46864 0.45305 6.79538 -0.66 0.03 -0.44 -0.22
O -2.44551 0.57847 7.79070 0.78 -0.88 0.45 0.03
C -1.95522 -0.58743 8.27824 -0.48 -0.31 -0.15 -0.55
O -2.29986 -1.71027 7.94018 0.61 1.55 0.44 0.10
O -1.03373 -0.29340 9.22904 -0.62 -0.09 -0.81 -0.01
C -0.50564 -1.43855 9.89329 0.26 -0.39 0.29 -0.05
H -5.05309 0.84904 8.21281 0.03 0.04 -0.21 0.08
H -5.60254 0.11685 6.68476 0.12 0.06 0.03 0.08
H -4.78317 -0.86234 7.91439 0.04 0.09 -0.17 0.07
H -3.54015 1.42164 6.28892 0.27 -0.13 0.25 0.12
H -3.18625 -0.28674 6.03759 0.04 0.02 0.29 0.11
H -0.11979 -2.17233 9.17832 -0.24 0.11 0.10 0.09
H -1.27528 -1.88632 10.52966 0.11 -0.06 -0.21 0.10
H 0.32187 -1.11161 10.52903 -0.24 0.22 -0.21 0.09
C 4.09201 3.67833 0.50600 -0.32 0.06 -0.08 -0.06
C 4.56532 2.25525 0.26540 0.46 0.65 -0.09 -0.22
O 3.52146 1.31558 0.54925 -0.79 -0.53 -0.73 0.02
C 2.56872 1.19053 -0.40682 0.04 0.54 -0.28 -0.55
O 2.53260 1.79278 -1.46974 0.04 -0.93 1.48 0.10
O 1.64416 0.30050 0.03210 0.90 0.57 -0.21 -0.02
C 0.53046 0.14729 -0.84407 -0.53 -0.17 -0.36 -0.04
H 3.68398 3.78317 1.51645 0.19 -0.03 -0.08 0.09
H 4.91478 4.38687 0.37907 -0.07 -0.10 0.03 0.08
H 3.29254 3.95348 -0.18898 0.20 -0.05 0.03 0.06
H 5.39160 2.02851 0.94778 -0.34 -0.24 -0.02 0.12
H 4.94356 2.12094 -0.75448 -0.27 -0.03 0.11 0.12
H 0.85371 -0.08475 -1.86395 -0.01 0.21 0.20 0.10
H -0.08108 1.05482 -0.82924 0.15 -0.10 -0.15 0.10
H -0.07726 -0.68549 -0.47939 0.29 0.15 0.18 0.09
C 2.91822 9.88288 -1.22499 0.20 -0.27 -0.11 -0.07
C 1.44373 9.72207 -0.89780 0.44 0.52 0.32 -0.22
O 0.86011 8.67037 -1.67657 -0.13 -1.16 0.28 0.02
C 1.12125 7.41042 -1.25023 0.48 0.14 0.31 -0.55
O 1.79053 7.10533 -0.27411 -1.01 0.36 -1.35 0.10
O 0.53412 6.54281 -2.11171 0.31 0.81 0.62 -0.01
C 0.81265 5.17371 -1.82983 0.05 -0.59 0.05 -0.05
H 3.06166 10.01678 -2.30202 -0.10 0.11 0.12 0.08
H 3.33982 10.74409 -0.69996 -0.09 -0.06 -0.05 0.08
H 3.48782 8.99368 -0.93732 -0.14 0.14 0.08 0.07
H 0.91252 10.64367 -1.15905 -0.11 -0.38 -0.15 0.12
H 1.28259 9.54962 0.17251 0.04 -0.19 -0.23 0.12
H 0.57640 4.92395 -0.79045 0.19 0.13 -0.15 0.10
H 1.86196 4.95520 -2.05117 -0.13 -0.01 0.20 0.09
H 0.18612 4.55799 -2.48112 0.05 0.37 0.00 0.10
C 6.62374 9.85086 -6.73150 0.02 -0.10 0.34 -0.07
C 5.44284 9.50380 -7.62148 0.34 0.61 -0.04 -0.22
O 4.94966 8.19131 -7.32592 -0.81 -0.28 0.69 0.02
C 4.17880 8.09051 -6.21551 0.09 0.42 0.37 -0.55
O 3.86999 9.00712 -5.46833 0.38 -1.31 -1.09 0.10
O 3.83117 6.78882 -6.05941 0.31 1.02 -0.34 -0.01
C 3.09318 6.52840 -4.86818 -0.39 -0.15 0.46 -0.05
H 7.39616 9.07785 -6.79717 -0.07 0.13 -0.15 0.08
H 7.05684 10.81225 -7.02001 -0.05 -0.11 -0.02 0.08
H 6.32429 9.91149 -5.68054 -0.06 0.07 -0.19 0.07
H 5.76866 9.49314 -8.66719 -0.19 -0.33 0.18 0.12
H 4.64222 10.24798 -7.54099 0.07 -0.25 0.16 0.12
H 2.22158 7.18579 -4.78667 0.27 -0.02 0.04 0.10
H 3.74477 6.64014 -3.99597 -0.16 0.13 -0.08 0.10
H 2.73998 5.49416 -4.90603 0.23 0.17 -0.25 0.10